The following is a quantum chemistry calculation of a molecular structure, C19H22BaN4O, from the Open Molecules 2025 dataset.

The geometry in XYZ format:
```
47
Properties=species:S:1:pos:R:3:forces:R:3:lowdin_charge:R:1
Ba 0.071870 0.368962 -1.661053 -0.083 -0.143 -0.373 1.95
C -0.021835 -0.652190 1.576931 0.094 0.209 0.127 -0.17
C -1.429354 -1.181258 1.235796 -0.002 -0.022 0.026 -0.11
C -1.421927 -2.360726 0.295747 0.064 0.057 -0.096 -0.29
C -1.859590 -3.608928 0.699291 -0.045 -0.082 0.027 0.01
C -1.835291 -4.665725 -0.199917 -0.015 0.000 0.049 -0.01
C -1.369726 -4.444208 -1.483436 0.010 0.024 -0.008 -0.03
C -0.946478 -3.168976 -1.807579 0.035 0.028 -0.088 -0.14
N -0.964822 -2.140865 -0.951984 -0.010 0.019 0.145 -0.07
N 0.217538 0.722258 1.075135 -0.004 -0.132 -0.161 -0.30
C -0.709053 1.693710 1.674131 -0.130 0.194 -0.008 -0.13
C -1.405624 2.650882 0.718619 0.003 -0.015 0.020 -0.26
C -2.030446 3.767031 1.264312 0.018 -0.019 -0.016 0.00
C -2.759738 4.608002 0.446229 -0.009 -0.003 -0.059 -0.01
C -2.843564 4.317804 -0.910441 -0.002 0.034 0.073 -0.03
C -2.180657 3.205325 -1.376257 0.078 -0.042 -0.064 -0.14
N -1.468519 2.376231 -0.592327 0.040 -0.029 0.267 -0.08
C 1.609347 1.153267 1.320102 0.012 -0.039 0.122 -0.14
C 2.665535 0.233037 0.751923 -0.067 -0.039 -0.011 -0.30
C 3.697149 -0.218053 1.555431 0.101 -0.010 -0.053 0.01
C 4.683647 -1.024841 1.001901 -0.008 0.015 0.044 -0.01
C 4.598468 -1.366659 -0.335407 -0.025 0.008 -0.030 -0.02
C 3.523175 -0.889833 -1.063843 -0.014 -0.012 -0.063 -0.13
N 2.571450 -0.107129 -0.546458 -0.090 0.108 0.170 -0.07
H 0.734039 -1.299274 1.131866 0.018 -0.054 -0.016 0.11
H 0.148934 -0.683607 2.659230 -0.048 -0.014 0.016 0.14
H -2.041505 -0.389750 0.789997 0.044 0.029 -0.018 0.11
H -1.940883 -1.461826 2.154774 -0.040 -0.028 -0.026 0.13
H -2.221604 -3.752801 1.708167 0.000 0.005 -0.001 0.13
H -2.176699 -5.648079 0.098033 -0.002 0.010 0.018 0.13
H -1.336293 -5.238197 -2.215056 0.014 0.023 -0.025 0.12
H -0.576565 -2.958649 -2.806683 -0.002 -0.024 -0.002 0.11
H -0.197897 2.296272 2.431257 0.034 -0.051 0.013 0.14
H -1.493287 1.163460 2.218433 0.007 -0.029 -0.029 0.14
H -1.947880 3.965067 2.325099 0.002 -0.002 0.000 0.13
H -3.255925 5.477435 0.855961 -0.001 0.000 0.000 0.13
H -3.404296 4.942806 -1.589948 0.001 0.002 0.000 0.12
H -2.214749 2.961638 -2.433698 0.012 -0.021 0.013 0.11
H 1.788059 1.258462 2.396431 0.002 -0.010 0.007 0.13
H 1.729448 2.150971 0.889492 0.009 0.045 -0.036 0.14
H 3.736626 0.063202 2.598843 -0.005 0.005 -0.001 0.13
H 5.504481 -1.383333 1.608487 -0.008 0.011 0.016 0.13
H 5.342640 -1.991117 -0.808019 -0.004 0.003 -0.009 0.12
H 3.420990 -1.143324 -2.113693 0.017 -0.014 0.002 0.11
O 0.013386 0.744557 -4.470907 -0.021 -0.002 0.002 -0.19
H -0.698127 0.519223 -5.085329 0.036 0.007 0.027 0.07
H 0.695547 1.139761 -5.029575 -0.014 -0.002 0.009 0.07
```
Forces are in eV/Å.

**Total energy**: -1056.5982 hartree
**E_LUMO**: -5.466 eV
**Orbital gap**: 9.8 eV
**Net charge**: +2